[1]
A molecular structure, CH6OP2S in a non-equilibrium geometry. Source: the OMol25 dataset; level of theory: the ωB97M-V functional and the def2-TZVPD basis.

Gap between HOMO and LUMO   8.577 eV
Energy relative to the best compared isomer or geometry (same formula, charge and spin)   1.659 eV
Spin multiplicity   1
Molecular weight   128.07 g/mol
E_HOMO   -0.31373 Eh
E_LUMO   0.0 eV

The geometry in XYZ format:
```
11
Properties=species:S:1:pos:R:3:nbo_charge:R:1
C -1.086 -1.183 -0.560 -0.698
O -0.636 1.939 0.413 -0.990
P 0.876 1.734 -0.164 0.653
P 1.058 -0.501 0.269 0.566
S 2.671 -1.321 -0.370 -0.508
H -1.837 -0.386 -0.540 0.181
H -0.814 -1.434 -1.574 0.214
H -1.282 -1.919 0.048 0.186
H -1.292 1.483 -0.193 0.498
H 1.526 2.051 1.100 -0.049
H 0.816 -0.465 1.570 -0.053
```

***

[2]
2 unconnected molecules or ions with the total composition CH6OP2S in a non-equilibrium geometry. Source: the OMol25 dataset; level of theory: the ωB97M-V functional and the def2-TZVPD basis.

Gap between HOMO and LUMO (alpha / beta)   6.679 / 8.260 eV
Energy relative to the best compared isomer or geometry (same formula, charge and spin)   3.586 eV
Spin multiplicity   1
Molecular weight   128.07 g/mol
E_HOMO (alpha / beta)   -0.32127 / -0.31323 Eh
E_LUMO (alpha / beta)   -2.1 / -0.3 eV

The geometry in XYZ format:
```
11
Properties=species:S:1:pos:R:3:nbo_charge:R:1
C 0.794 1.874 -0.924 -0.492
O 1.445 -1.412 0.137 -1.009
P 0.049 -2.166 0.453 0.731
P -1.292 -0.232 0.463 0.135
S -3.098 -0.682 -0.359 -0.310
H 0.072 2.503 -1.345 0.170
H 0.817 1.722 0.207 0.181
H 1.267 1.222 -1.555 0.141
H 1.426 -0.881 -0.778 0.505
H 0.251 -1.831 1.837 -0.060
H -1.729 -0.118 1.863 0.008
```

***

[3]
2 unconnected molecules or ions with the total composition CH6OS2 in a non-equilibrium geometry. Source: the OMol25 dataset; level of theory: the ωB97M-V functional and the def2-TZVPD basis.

Gap between HOMO and LUMO   8.919 eV
Energy relative to the best compared isomer or geometry (same formula, charge and spin)   1.326 eV
Spin multiplicity   1
Molecular weight   98.19 g/mol
E_HOMO   -0.32489 Eh
E_LUMO   0.1 eV

The geometry in XYZ format:
```
10
Properties=species:S:1:pos:R:3:nbo_charge:R:1
C -1.190 1.511 0.374 -0.268
O -2.414 1.029 -0.256 -0.734
H -1.542 2.017 1.267 0.204
H -0.541 1.885 -0.413 0.183
H -0.759 0.593 0.813 0.159
H -2.184 0.235 -0.762 0.456
S 1.836 -1.729 -1.170 -0.151
S 2.709 -1.652 0.708 -0.132
H 0.696 -1.059 -1.120 0.132
H 3.390 -2.830 0.559 0.150
```

***

[4]
CH6OSi2 in the gas phase in a non-equilibrium geometry. Source: the OMol25 dataset; level of theory: the ωB97M-V functional and the def2-TZVPD basis.

Gap between HOMO and LUMO   10.640 eV
Energy relative to the best compared isomer or geometry (same formula, charge and spin)   2.772 eV
Spin multiplicity   1
Molecular weight   90.23 g/mol
E_HOMO   -0.37599 Eh
E_LUMO   0.4 eV

The geometry in XYZ format:
```
10
Properties=species:S:1:pos:R:3:nbo_charge:R:1
Si 1.545 0.004 -0.187 0.851
C -0.106 -0.637 0.516 -0.706
O -0.797 0.931 0.797 -0.907
Si -1.743 -0.014 -0.185 1.405
H 2.658 -1.057 -0.433 -0.156
H 1.354 0.733 -1.495 -0.162
H 2.140 1.151 0.512 -0.150
H -0.243 -1.179 1.367 0.214
H -2.049 0.597 -1.466 -0.176
H -2.760 -0.529 0.574 -0.213
```

***

[5]
2 unconnected molecules or ions with the total composition CH6P2 in a non-equilibrium geometry. Source: the OMol25 dataset; level of theory: the ωB97M-V functional and the def2-TZVPD basis.

Gap between HOMO and LUMO (alpha / beta)   8.549 / 6.548 eV
Energy relative to the best compared isomer or geometry (same formula, charge and spin)   5.162 eV
Spin multiplicity   1
Molecular weight   80.01 g/mol
E_HOMO (alpha / beta)   -0.32940 / -0.27145 Eh
E_LUMO (alpha / beta)   -0.4 / -0.8 eV

The geometry in XYZ format:
```
9
Properties=species:S:1:pos:R:3:nbo_charge:R:1
C 0.226 -0.388 0.164 -0.898
P 1.691 0.482 0.098 0.398
P -1.317 0.511 -0.142 0.326
H 0.075 -1.292 -0.513 0.237
H -0.938 -1.198 -2.328 0.005
H 1.515 1.713 0.948 -0.007
H 2.451 -0.320 0.854 -0.022
H -1.447 1.060 1.062 -0.034
H -2.257 -0.567 -0.143 -0.005
```

***

[6]
2 unconnected molecules or ions with the total composition CH6S2 in a non-equilibrium geometry. Source: the OMol25 dataset; level of theory: the ωB97M-V functional and the def2-TZVPD basis.

Gap between HOMO and LUMO   10.135 eV
Energy relative to the best compared isomer or geometry (same formula, charge and spin)   0.172 eV
Spin multiplicity   1
Molecular weight   82.19 g/mol
E_HOMO   -0.34224 Eh
E_LUMO   0.8 eV

The geometry in XYZ format:
```
9
Properties=species:S:1:pos:R:3:nbo_charge:R:1
C -1.312 0.833 0.034 -0.707
S -0.163 0.685 1.451 -0.059
H -1.737 1.790 0.046 0.215
H -2.066 0.073 0.192 0.223
H -0.796 0.623 -0.884 0.216
H 0.694 1.620 1.026 0.122
S 2.392 -1.776 -0.515 -0.298
H 1.727 -2.552 -1.370 0.136
H 1.262 -1.295 0.019 0.151
```

***

[7]
2 unconnected molecules or ions with the total composition CH6S2 in a non-equilibrium geometry. Source: the OMol25 dataset; level of theory: the ωB97M-V functional and the def2-TZVPD basis.

Gap between HOMO and LUMO   9.156 eV
Energy relative to the best compared isomer or geometry (same formula, charge and spin)   0.371 eV
Spin multiplicity   1
Molecular weight   82.19 g/mol
E_HOMO   -0.33010 Eh
E_LUMO   0.2 eV

The geometry in XYZ format:
```
9
Properties=species:S:1:pos:R:3:nbo_charge:R:1
S 0.154 0.843 -3.576 -0.139
S 0.478 1.174 -1.491 -0.133
H 1.287 0.108 -3.661 0.137
H -0.789 0.840 -1.233 0.135
C -0.245 -0.530 1.942 -0.868
H 0.705 -1.022 2.194 0.214
H -0.676 -1.211 1.211 0.221
H -0.062 0.521 1.782 0.219
H -0.853 -0.724 2.831 0.214
```

***

[8]
2 unconnected molecules or ions with the total composition CH6S2 in a non-equilibrium geometry. Source: the OMol25 dataset; level of theory: the ωB97M-V functional and the def2-TZVPD basis.

Gap between HOMO and LUMO (alpha / beta)   8.197 / 4.221 eV
Energy relative to the best compared isomer or geometry (same formula, charge and spin)   0.863 eV
Spin multiplicity   2
Molecular weight   82.19 g/mol
E_HOMO (alpha / beta)   -0.51585 / -0.51585 Eh
Total charge   +1
<S²>   0.75
E_LUMO (alpha / beta)   -5.8 / -9.8 eV

The geometry in XYZ format:
```
9
Properties=species:S:1:pos:R:3:lowdin_spin:R:1
C 4.015 2.976 -1.442 0.000
H 3.443 3.895 -1.543 0.000
H 4.309 2.949 -0.397 0.000
H 4.707 2.918 -2.276 0.000
H 3.345 2.133 -1.607 0.000
S -5.894 -4.431 1.919 0.390
S -4.643 -2.879 2.143 0.539
H -5.844 -4.326 0.568 0.035
H -3.437 -3.235 2.635 0.036
```